(1)
This record from the Open Molecules 2025 dataset describes C19H24ClN3O3S in the gas phase. The level of theory is ωB97M-V/def2-TZVPD.

Structure (XYZ):
```
51
Properties=species:S:1:pos:R:3:forces:R:3
Cl -8.71142 1.67353 -0.45771 -0.22 0.13 -0.02
H 0.86221 1.49397 0.89513 -0.10 -0.04 -0.06
H 0.41096 -0.82986 -2.36711 -0.15 0.07 0.06
H -1.81025 -2.87548 0.66370 0.14 -0.01 0.04
H -0.94884 0.04994 -1.64241 0.06 0.01 0.05
C -0.15951 -0.67812 -1.44768 -0.06 -0.38 -0.33
C -6.15390 1.38468 0.32098 -0.09 -0.02 -0.05
C -5.98024 -1.21709 -0.74988 0.13 0.06 0.07
C 3.34696 2.39146 -0.67056 -0.09 0.13 0.04
C 4.27223 0.19294 0.31841 0.01 0.11 -0.01
C -1.07293 -2.08939 0.48585 -0.03 -0.37 -0.35
C -7.15080 -0.49262 -0.84809 -0.05 0.08 0.02
C 4.15607 1.14358 -0.88393 0.02 -0.17 0.15
H 5.28972 -1.66870 0.73717 0.02 -0.08 0.12
C 5.10081 -1.01881 -0.11422 -0.14 0.12 -0.13
N -1.59562 -0.85312 1.03523 0.25 -0.14 0.18
S -3.47913 1.12065 1.14814 0.08 -0.40 -0.15
C -7.22973 0.79098 -0.31765 0.18 -0.05 0.04
H -8.01318 -0.91757 -1.33662 -0.09 -0.01 -0.04
H -0.58322 1.43093 -0.10170 0.10 -0.02 0.03
H -0.08343 -2.82699 -1.25927 -0.02 -0.04 -0.04
N -3.66331 -1.24512 0.05299 0.51 -0.80 -0.24
H 0.04766 -0.46474 2.21509 -0.06 0.08 0.03
C -0.77411 -2.01950 -1.01854 0.06 0.11 0.07
H -1.69643 -2.16786 -1.57881 0.01 -0.06 -0.02
C -4.87874 -0.65368 -0.11578 -0.47 0.82 0.18
H 4.56538 -1.58657 -0.86966 0.04 -0.07 -0.04
H 2.43659 0.52057 1.39985 -0.03 -0.05 0.04
O 2.65877 2.67108 0.27786 -0.05 0.02 0.17
H 5.98464 1.19470 1.18285 0.15 0.01 -0.02
C -0.65020 0.08906 1.58077 0.21 0.43 -0.26
N 0.73351 -0.11680 -0.44602 -0.10 0.11 -0.25
O 2.31667 -1.51580 -1.16698 0.17 -0.33 -0.16
H -0.16085 -2.32713 1.03658 -0.07 0.01 0.03
C -4.98773 0.65259 0.41351 0.06 -0.36 -0.14
C 2.87487 -0.26515 0.79435 0.09 0.00 -0.06
H 4.43271 1.79598 1.77254 -0.03 0.08 0.08
C 1.96574 -0.68262 -0.34729 -0.09 0.24 0.35
H 5.05182 0.24359 2.33698 0.04 -0.09 0.11
C -2.83716 -0.49099 0.68624 -0.52 0.75 0.32
H -1.18071 0.81785 2.19765 0.09 -0.05 0.11
H 6.05868 -0.70343 -0.52175 0.17 0.06 -0.01
H 3.70563 0.61192 -1.72671 0.05 0.04 -0.08
H -5.90510 -2.21332 -1.15405 0.00 -0.13 -0.06
H 2.93631 4.02054 -1.58137 -0.01 -0.23 0.23
O 3.46631 3.21913 -1.71682 0.19 0.23 -0.55
C 0.12224 0.81852 0.46832 -0.07 0.15 0.69
H -6.22635 2.37968 0.72915 -0.09 0.11 0.02
C 4.97825 0.90405 1.47610 -0.18 -0.04 -0.14
H 5.15048 1.45712 -1.20975 0.00 -0.03 -0.04
H 3.00764 -1.14855 1.42490 -0.03 -0.01 0.03
```
Positions in Å, forces in eV/Å.

Computed properties:
Highest occupied orbital energy in eV: -7.898
SMILES: CC(C)(CC(=O)O)CC(=O)N1CCCN(c2nc3ccc(Cl)cc3s2)CC1
Orbital gap in eV: 8.3
Lowest unoccupied orbital energy in eV: 0.45



(2)
This record from the Open Molecules 2025 dataset describes a molecular structure, C19H24FeN3O2S2. The level of theory is ωB97M-V/def2-TZVPD.

Structure (XYZ):
```
51
Properties=species:S:1:pos:R:3:forces:R:3
H 1.85744 -1.23179 1.98125 -0.01 0.02 0.00
H -1.27480 -1.05534 2.72620 0.00 -0.04 -0.02
O 1.44255 3.16059 -3.65195 0.00 -0.04 -0.02
C 1.20299 -2.07666 1.76931 0.00 -0.01 0.03
N 2.57167 -0.63548 -1.98985 0.09 -0.09 -0.04
N -1.02043 1.17093 0.16301 0.03 -0.01 -0.01
H 2.00030 0.25711 -4.39284 0.00 0.00 0.01
H -3.12020 -5.58135 -0.46073 0.00 0.00 0.00
H 0.73933 5.17704 3.19418 0.00 0.00 0.00
H -2.11311 -4.07291 -2.12834 0.00 -0.01 0.01
H 1.72160 -2.76675 1.10107 -0.01 -0.01 0.01
H 3.14403 1.60557 -4.46641 0.00 -0.01 -0.02
C -0.84347 -2.66886 0.66353 -0.02 -0.02 -0.03
Fe 0.71908 0.16695 -1.00826 -0.14 -0.14 0.21
H -1.48620 2.41996 -1.45549 0.00 0.01 0.00
C 0.37730 4.36224 2.57780 -0.01 -0.01 -0.01
H 3.12845 -1.07825 -1.26766 0.03 0.04 0.01
C -2.23452 -4.57472 1.21969 0.02 0.02 0.01
H -2.91043 1.95424 -0.46954 0.00 0.01 0.00
H -2.13287 0.78318 -1.55790 0.01 0.00 0.01
C -1.69135 0.16926 1.01181 0.03 -0.03 -0.03
C 0.85520 2.34998 1.28547 0.06 -0.01 -0.02
H -1.68381 4.99714 2.63034 0.00 0.00 0.00
C -2.48061 -4.76903 -0.13487 0.01 0.02 -0.03
S -0.38886 -1.83479 -1.94022 -0.09 0.02 -0.11
C -0.51142 2.26648 0.97471 -0.05 0.00 -0.01
C 1.26594 3.42075 2.09502 -0.01 -0.02 0.01
H 3.65345 1.13734 -1.99120 0.01 -0.01 0.02
O 0.54289 1.48959 -2.48046 0.18 0.04 0.05
N 0.00373 -1.58825 1.10332 0.04 0.00 -0.06
H 0.01146 0.08583 2.32511 0.00 0.02 0.00
C -1.40030 3.21608 1.47051 -0.01 0.01 0.00
C 1.42698 1.99640 -3.27256 -0.20 0.08 -0.01
C -1.41756 -3.52232 1.60081 -0.02 -0.03 0.00
C -1.08190 -2.85705 -0.70725 0.05 0.08 0.05
H 2.23987 -1.37236 -2.60508 0.00 0.01 -0.02
H -2.67152 -5.22901 1.96386 0.00 0.00 0.00
H 0.98443 -2.60811 2.70879 0.01 0.00 -0.01
H -2.45644 0.65728 1.63111 0.00 0.02 0.01
C -0.97364 4.26558 2.26578 0.03 0.00 0.00
H -2.19768 -0.53181 0.34414 -0.02 0.00 0.02
C -0.72058 -0.59716 1.89219 0.01 0.04 0.00
C 3.34268 0.38197 -2.71628 -0.04 -0.01 0.04
C -1.91576 -3.92541 -1.07372 -0.03 -0.04 0.01
C 2.49577 1.03572 -3.80205 0.07 -0.01 -0.01
H 2.32053 3.49551 2.32962 -0.01 0.00 0.00
C -1.95023 1.62120 -0.88428 -0.03 -0.01 -0.01
S 2.05226 1.19685 0.71741 -0.04 0.13 -0.02
H -1.21609 -3.35584 2.65374 0.00 0.00 0.00
H -2.45251 3.13614 1.22460 0.01 -0.01 0.00
H 4.24637 -0.04365 -3.16746 0.01 0.00 -0.01
```
Positions in Å, forces in eV/Å.

Computed properties:
<S²>: 6.0111
Highest occupied orbital energy (alpha / beta) in eV: -4.268 / -4.194
Net charge: -1
2S+1: 5
Orbital gap (alpha / beta) in eV: 7.1 / 7.0
Lowest unoccupied orbital energy (alpha / beta) in eV: 2.86 / 2.85



(3)
This record from the Open Molecules 2025 dataset describes a molecular structure, C19H24HgN5S in a non-equilibrium geometry. The level of theory is ωB97M-V/def2-TZVPD.

Structure (XYZ):
```
50
Properties=species:S:1:pos:R:3:forces:R:3
C 3.57276 0.05803 -0.81017 0.17 0.15 -0.16
H -4.00100 2.70651 1.66120 0.03 0.03 0.07
H -5.39106 -2.79972 2.75256 -0.03 0.03 -0.01
H -3.81648 -4.59807 2.02507 0.02 0.01 0.00
N 4.11618 -0.88932 0.00946 -0.06 -0.02 -0.11
H 2.22102 3.62848 -3.02184 0.05 0.04 0.04
C 2.60989 2.41773 -4.76706 0.01 0.06 0.08
S 4.52662 1.23556 -1.65991 -0.28 -0.04 -0.03
H 2.53261 3.25893 -5.45580 0.01 -0.03 -0.03
Hg 0.51200 -0.29999 1.23039 -0.16 0.74 0.02
H -2.25320 4.71707 2.21435 -0.03 -0.01 -0.06
N -0.82473 1.82860 1.57461 1.61 -0.42 -0.10
C -2.74830 -4.74603 0.17797 0.02 -0.09 0.06
H 3.44162 -1.40275 0.55635 -0.01 0.02 0.06
C -1.56017 -2.76662 -0.52758 -0.12 0.19 0.06
C -1.49999 -1.11351 -2.43515 0.14 -0.11 0.02
C -2.53023 0.21820 1.08761 -0.06 0.00 -0.33
H -3.07497 -2.78376 3.64913 0.04 0.04 0.01
C -2.07524 -2.06876 0.58896 -0.31 -0.55 -0.24
C -0.73458 3.12032 1.86923 -0.46 0.09 0.06
H -3.60609 0.03591 1.04361 0.06 -0.14 0.01
C -2.86652 -2.74692 1.53679 0.16 0.24 -0.03
H 3.94089 3.41238 -3.37980 -0.04 0.09 0.03
H 4.98428 -0.68106 0.46964 -0.01 0.03 0.03
H 1.65360 1.89729 -4.74088 0.01 0.00 -0.03
H 0.22048 3.60183 2.02421 -0.02 -0.02 0.00
H -5.13160 -1.39870 3.80334 -0.06 -0.01 -0.02
H -2.27566 -1.66335 -2.97071 -0.02 0.03 0.00
H -3.02606 -5.77909 0.01061 0.02 0.00 0.01
C -3.33217 -2.11070 2.82735 -0.19 -0.05 -0.13
H 0.07240 -1.47367 -1.02807 0.13 -0.10 -0.13
C 3.01837 1.78520 -2.38272 0.36 -0.09 0.24
H 3.36783 1.72890 -5.14177 -0.02 0.00 -0.02
C -0.69311 -2.06165 -1.53967 -0.30 0.12 0.03
N 2.00549 1.10957 -1.98499 -0.17 0.09 -0.08
C -3.19753 -4.07876 1.30113 -0.03 0.01 -0.04
H -5.15129 -1.20277 2.04507 -0.03 -0.02 0.01
H -1.97202 -0.33815 -1.83380 -0.03 0.03 -0.05
C -4.84419 -1.86206 2.85842 0.14 0.01 0.06
C -2.02738 3.69338 1.95898 0.08 -0.17 0.13
C 2.97103 2.91483 -3.36406 -0.07 -0.21 -0.13
H -1.52224 -4.62569 -1.57669 -0.02 0.04 -0.01
N 2.30652 0.12543 -1.08601 -0.11 -0.12 0.25
H -2.80982 -1.17165 3.00162 0.06 -0.05 0.10
H -0.18971 -2.80613 -2.15880 0.07 0.00 0.06
N -1.69873 -0.72474 0.74344 0.07 0.15 0.48
C -1.91195 -4.09441 -0.71535 0.03 0.04 0.00
C -2.92289 2.65934 1.71342 0.04 0.10 -0.22
C -2.13090 1.51892 1.45199 -0.65 -0.16 0.04
H -0.84466 -0.63330 -3.16328 -0.04 0.03 0.01
```
Positions in Å, forces in eV/Å.

Computed properties:
<S²>: 0.7543
Highest occupied orbital energy (alpha / beta) in eV: -7.217 / -7.290
2S+1: 2
Orbital gap (alpha / beta) in eV: 7.6 / 5.7
Lowest unoccupied orbital energy (alpha / beta) in eV: 0.37 / -1.59



(4)
This record from the Open Molecules 2025 dataset describes a molecular structure, C19H24MoN4OS6 in a non-equilibrium geometry. The level of theory is ωB97M-V/def2-TZVPD.

Structure (XYZ):
```
55
Properties=species:S:1:pos:R:3:forces:R:3
N -0.97937 -1.62432 0.50451 -0.27 -0.38 0.07
C -3.78987 4.20269 0.07980 0.10 -0.01 -0.08
N 0.22634 0.35488 -1.30018 -0.33 -0.17 2.05
H 2.82975 3.49266 1.86099 -0.02 -0.01 0.02
H -1.54396 4.29537 -2.44234 -0.03 0.03 -0.01
H -2.24946 -4.02049 -1.47338 0.00 0.02 -0.01
H 0.77855 -1.56257 -3.04732 0.00 -0.01 -0.06
C -2.04055 -3.48360 -0.55949 -0.03 -0.04 0.02
C -2.03500 4.01850 -1.51619 0.01 -0.01 0.00
H -0.87830 -1.96663 -1.52906 -0.01 -0.03 -0.01
H -1.24677 0.77354 -4.25112 0.03 -0.04 -0.03
H -0.91973 -1.92757 3.76270 0.05 0.03 0.00
N -3.17241 3.26814 0.81382 -0.07 -0.10 0.22
C -2.19909 -3.21077 1.80539 -0.01 0.03 0.02
S 6.64797 -0.39081 -2.82339 -0.12 0.03 0.26
S 4.45520 -1.54535 -1.18855 -0.06 0.07 0.12
S 2.09786 -1.37124 0.66137 -0.42 0.35 -0.09
H 1.91984 1.93272 -2.87571 0.02 -0.01 0.00
C 3.20384 2.50341 1.60901 -0.26 -0.08 0.07
C 1.10977 -0.56925 -3.35428 -0.03 0.04 0.20
H -5.18085 4.53357 1.65017 0.00 0.04 0.01
C -1.08335 -1.26619 2.91268 -0.17 -0.09 0.05
C -2.05307 2.77064 0.33783 0.16 0.23 -0.51
H 0.38087 2.67820 -2.39066 0.00 0.00 -0.06
H -1.84172 1.11660 -2.61805 -0.01 0.01 -0.05
H 2.15806 -0.45075 -3.08237 0.02 -0.02 0.01
C 0.84096 1.92354 -3.02656 -0.04 -0.07 0.24
C -5.08112 4.74417 0.58908 -0.01 -0.03 0.00
H -3.66858 5.39128 -1.72516 -0.02 -0.01 0.01
H -1.59645 -0.56123 -3.14942 -0.01 0.01 0.00
C 3.33415 0.75009 -0.53350 0.03 0.17 -0.12
O 0.11280 -0.52132 2.62862 -0.18 -0.12 0.04
C 5.36813 -0.20211 -1.86029 0.15 -0.07 -0.47
C -1.27883 -2.34208 -0.60097 0.02 0.07 -0.01
C 3.24007 -0.58979 -0.38803 0.07 -0.01 -0.01
C -1.42843 -2.06834 1.69662 0.08 0.01 -0.04
H 3.12651 1.82824 2.45627 0.06 -0.03 -0.01
H -5.90777 4.25819 0.06553 0.00 0.02 0.00
H 4.23437 2.57414 1.26974 0.00 0.00 -0.03
C 0.24993 0.53275 -2.71605 -0.04 0.15 -0.93
N -1.43150 3.06815 -0.79206 -0.11 0.00 0.15
C -3.21335 4.61873 -1.12177 0.01 0.00 0.02
Mo 0.22580 0.13147 0.39228 1.00 0.67 -0.91
S -1.28577 1.58810 1.42968 0.43 -0.37 -0.34
H -1.90605 -0.58141 3.14421 0.04 0.03 0.00
C -1.20934 0.45612 -3.21104 0.05 0.01 0.24
S 2.21861 1.89694 0.20124 -0.12 -0.38 -0.01
H -2.53581 -3.52932 2.78276 0.00 -0.02 -0.01
H -3.12400 -4.82257 0.73464 0.01 -0.01 -0.01
S 4.65236 1.36047 -1.50263 -0.08 0.00 0.14
C -2.52078 -3.92754 0.66673 0.04 0.06 -0.01
H 1.02452 -0.49414 -4.43727 -0.01 0.01 -0.01
H 0.35506 -0.00727 3.41069 0.12 0.08 -0.10
H 0.63795 2.15502 -4.07041 0.03 -0.03 -0.03
H -5.15861 5.81479 0.40724 -0.01 0.00 0.00
```
Positions in Å, forces in eV/Å.

Computed properties:
Highest occupied orbital energy (alpha / beta) in eV: -13.224 / -13.223
Net charge: +2
Orbital gap (alpha / beta) in eV: 4.6 / 4.6
Lowest unoccupied orbital energy (alpha / beta) in eV: -8.57 / -8.57